## 1
Here is a molecular structure, C23H41FIrN10SbSi from OMol25. Energies are from ωB97M-V/def2-TZVPD.

Calculated values
- net charge = +1
- spin multiplicity = 2
- gap between HOMO and LUMO (alpha / beta) (hartree) = 0.234 / 0.222

Atoms and positions in Å:
F (1.18, 0.15, 2.52)
H (2.67, -3.35, -0.67)
H (-2.86, -2.01, 1.31)
C (-2.37, -4.04, 0.68)
H (4.85, 2.16, 0.87)
N (-1.35, 3.43, 2.05)
H (2.43, -5.51, 1.55)
H (-3.08, -5.71, 1.81)
N (-3.11, -0.15, -0.51)
N (-2.55, -0.98, -1.40)
H (-0.60, -6.48, -3.05)
H (1.05, -0.15, -2.04)
C (-1.23, 2.43, 1.21)
H (-0.07, -6.47, -1.37)
H (-1.90, -6.18, 0.59)
C (1.06, -4.36, -2.80)
H (-3.18, 1.80, 1.19)
H (1.82, -5.71, -0.09)
H (1.80, -4.85, -2.17)
C (2.40, -3.04, 0.34)
H (1.11, -4.83, -3.79)
C (1.56, -5.34, 0.90)
H (-1.38, -5.39, 2.09)
H (5.30, -0.86, -1.92)
N (0.72, 3.31, 1.38)
H (2.24, 0.01, -3.23)
H (4.71, 2.14, -2.88)
C (0.93, -3.36, 2.32)
H (-2.37, -3.86, -2.89)
C (3.03, 1.25, 1.53)
H (-3.54, -3.28, 2.31)
H (0.74, -5.95, 1.30)
H (2.35, -1.29, -2.01)
C (2.77, 1.11, 3.94)
H (0.67, -2.29, 2.34)
C (2.17, -0.22, -2.16)
N (-2.26, 1.62, 0.81)
H (4.54, 2.94, -1.31)
H (-4.44, -4.32, 0.26)
Sb (-0.52, -3.46, -0.36)
N (-0.10, 3.95, 2.12)
H (-3.68, -3.15, -0.83)
N (0.03, 2.31, 0.77)
C (-2.65, -2.98, 1.75)
H (2.18, -1.97, 0.35)
H (0.13, -3.92, 2.80)
C (3.97, 1.78, 4.10)
H (4.68, -1.28, -0.32)
H (1.35, -3.31, -2.93)
H (5.81, 0.07, -0.51)
H (1.83, -3.48, 2.93)
C (-0.72, -5.97, -2.08)
C (4.03, 2.30, -2.04)
N (-1.31, -0.73, -1.57)
C (1.23, -3.85, 0.91)
H (-1.28, -4.33, -4.20)
Si (3.54, 0.70, -1.25)
C (-2.14, 0.64, -0.11)
N (2.57, 1.02, 0.23)
C (-2.15, -5.41, 1.32)
C (2.31, 0.86, 2.66)
C (4.27, 1.86, 1.73)
H (5.66, 2.67, 3.13)
H (3.16, 2.85, -2.40)
C (-1.34, -3.82, -3.24)
C (4.96, -0.45, -0.97)
C (-3.53, -4.10, -0.31)
H (-1.84, -2.87, 2.47)
Ir (0.85, 1.01, -0.46)
H (-1.75, -6.11, -1.77)
H (-3.41, -4.90, -1.04)
H (2.17, 0.78, 4.78)
H (3.27, -3.20, 0.99)
C (4.72, 2.15, 3.00)
C (-0.36, -4.50, -2.28)
N (-0.99, 0.34, -0.76)
H (-1.08, -2.77, -3.39)
H (4.32, 1.99, 5.10)

## 2
Here is a molecular structure, C23H41FIrN10SbSi from OMol25. Energies are from ωB97M-V/def2-TZVPD.

Calculated values
- net charge = +1
- spin multiplicity = 2
- gap between HOMO and LUMO (alpha / beta) (hartree) = 0.188 / 0.196

Atoms and positions in Å:
H (-1.10, -0.63, -6.12)
H (3.89, -1.16, -4.53)
H (-6.49, 0.34, 1.29)
C (-2.44, -4.67, 0.09)
C (-5.53, -0.06, 1.00)
H (2.60, 1.69, 2.53)
H (1.00, -3.22, -3.66)
C (0.97, 2.31, -4.61)
C (-2.85, -0.20, -3.19)
H (-3.16, -4.83, 0.89)
Ir (-0.05, -0.60, -0.28)
H (-1.07, 2.49, -1.82)
C (-1.77, -0.15, -5.41)
N (2.00, 1.20, 1.88)
H (-2.97, -4.58, -0.86)
H (-1.76, -2.67, -3.01)
H (1.89, 1.82, -4.93)
H (-1.84, -5.59, 0.03)
F (-2.49, 1.08, -0.50)
C (2.58, 0.50, 0.88)
C (1.95, -2.67, -3.61)
C (-1.75, -2.26, -4.02)
H (2.61, 1.74, -2.40)
H (-0.44, 3.80, -2.80)
H (-0.92, -2.71, -4.58)
H (3.51, -0.41, -2.99)
C (-4.02, -1.92, 0.85)
H (2.34, -2.71, -2.60)
N (1.88, -0.19, -0.05)
H (-3.77, -0.58, -3.65)
N (3.88, 0.41, 0.68)
H (0.76, -4.55, -0.27)
H (2.65, -3.19, -4.26)
C (1.38, -1.25, -5.57)
H (1.39, 2.15, -1.17)
N (3.99, -0.39, -0.39)
C (3.16, -0.53, -4.01)
C (-0.77, -3.15, 2.19)
H (0.53, -1.92, -5.75)
C (0.25, -3.69, -0.71)
H (-3.82, -2.96, 1.02)
C (-4.59, 0.77, 0.42)
N (0.11, 1.76, 3.18)
H (-1.59, 0.92, -5.43)
H (1.15, 3.38, -4.65)
H (-1.49, 2.60, -3.54)
H (1.14, -0.26, -5.96)
C (0.67, 1.17, 2.15)
N (-0.24, 0.53, 1.38)
C (1.69, 2.31, -2.21)
N (-1.77, -1.60, -0.06)
C (1.82, -1.24, -4.11)
H (1.93, 3.37, -2.32)
H (-2.68, -2.56, -4.51)
N (-1.43, 0.78, 1.99)
H (-5.98, -2.06, 1.65)
H (-2.83, -0.56, -2.17)
H (0.12, -2.54, 2.34)
H (0.19, 2.08, -5.33)
H (-4.78, 1.82, 0.25)
H (-2.79, -0.31, -5.77)
H (-0.57, -4.14, 2.61)
H (-0.08, -3.99, -1.71)
N (2.84, -0.75, -0.83)
H (1.01, -2.91, -0.81)
Sb (0.20, -0.20, -2.97)
C (-3.37, 0.25, 0.07)
C (-1.67, -0.73, -4.00)
N (-1.20, 1.48, 3.04)
H (3.17, 0.44, -4.51)
C (-3.00, -1.11, 0.27)
H (2.22, -1.64, -6.16)
C (-5.24, -1.42, 1.21)
C (-0.69, 2.74, -2.81)
Si (-1.21, -3.30, 0.39)
C (0.56, 1.96, -3.18)
H (-1.58, -2.70, 2.76)
H (-2.91, 0.89, -3.18)

Relative to the most stable structure, the computed energies are 1 0.0062; 2 0.0000, all in hartree.

## 1
Here is a single C6H9N3O molecule from OMol25. Energies are from ωB97M-V/def2-TZVPD.

Calculated values
- gap between HOMO and LUMO (alpha / beta) (hartree) = 0.270 / 0.247

Atoms and positions in Å:
H (-0.93, -1.96, -0.59)
H (-2.47, -2.06, 0.36)
H (1.82, 3.57, -0.62)
C (-0.61, 0.30, 0.12)
H (-2.69, -1.83, -1.35)
H (3.20, -1.10, 0.31)
C (-1.96, -1.63, -0.46)
N (1.65, 2.76, 0.09)
C (0.60, -0.19, -0.20)
N (-1.84, -0.17, -0.38)
C (-0.56, 1.69, 0.60)
H (2.48, -2.72, 0.03)
H (2.35, -1.60, -1.25)
N (-1.49, 2.21, 1.35)
H (-1.15, 3.11, 1.80)
H (-2.60, 0.37, -0.17)
O (1.15, -1.28, 0.24)
C (2.40, -1.66, -0.22)
C (0.65, 2.18, 0.35)

## 2
Here is a single C6H9N3O molecule from OMol25. Energies are from ωB97M-V/def2-TZVPD.

Calculated values
- gap between HOMO and LUMO (alpha / beta) (hartree) = 0.277 / 0.277

Atoms and positions in Å:
H (-2.58, -0.17, -1.53)
O (-1.46, -0.75, 0.88)
C (1.19, -2.39, 0.78)
C (-0.46, -1.16, -0.10)
C (0.00, -2.56, 0.26)
H (-3.91, 0.58, -0.67)
H (1.78, -3.20, 1.23)
H (-0.27, 1.27, -0.10)
C (2.01, 1.58, 0.20)
N (-2.69, -0.30, 0.55)
N (0.69, -0.39, 0.14)
H (2.32, 2.04, -0.76)
H (-0.84, -1.00, -1.17)
C (-3.07, -0.01, -0.61)
N (1.69, -1.12, 0.68)
H (-0.59, -3.43, 0.00)
C (0.74, 0.86, 0.00)
H (2.75, 0.82, 0.37)
H (1.92, 2.46, 1.01)

## 3
Here is a single C6H9N3O molecule from OMol25. Energies are from ωB97M-V/def2-TZVPD.

Calculated values
- SMILES string = N#C[C@@H](N)[C@@H](C#N)CCO
- gap between HOMO and LUMO (hartree) = 0.405

Atoms and positions in Å:
H (-1.72, 0.15, -1.98)
C (-0.67, 0.46, 0.67)
H (-1.20, 1.21, 0.07)
C (1.47, 1.05, -0.40)
N (2.30, 1.80, -0.65)
C (0.70, -2.03, -1.66)
C (0.52, -0.06, -0.15)
H (-1.82, -1.34, -1.24)
N (1.10, -3.09, -1.76)
C (-0.28, 1.12, 1.98)
H (0.33, 2.01, 1.79)
H (-1.19, 1.44, 2.47)
H (-1.37, -0.36, 0.86)
H (1.06, -0.82, 0.41)
O (0.36, 0.26, 2.90)
H (0.58, -0.07, -2.33)
C (0.11, -0.68, -1.55)
N (-1.29, -0.76, -1.88)
H (1.03, -0.28, 2.45)

Relative to the most stable structure, the computed energies are 1 0.2151; 2 0.1710; 3 0.0000, all in hartree.

## 1
Here is a gas-phase ion, C3H10NOS (charge +1) from OMol25. Energies are from ωB97M-V/def2-TZVPD.

Calculated values
- net charge = +1
- SMILES string = C[NH+](C)CSO
- gap between HOMO and LUMO (hartree) = 0.360

Atoms and positions in Å:
S (2.77, -0.43, 0.29)
H (-1.85, 0.33, 0.84)
H (-0.71, -1.83, 0.45)
H (-0.87, -1.64, -1.31)
H (0.73, -1.87, -0.59)
C (-0.25, -1.41, -0.45)
O (3.21, 0.70, -0.78)
H (0.31, 0.41, -1.17)
C (0.80, 0.40, 0.78)
N (-0.10, 0.05, -0.30)
H (3.80, 1.37, -0.40)
H (0.98, 1.46, 0.87)
H (-2.10, 0.42, -0.91)
H (0.55, -0.08, 1.72)
C (-1.42, 0.68, -0.10)
H (-1.33, 1.77, -0.06)

## 2
Here is a gas-phase ion, C3H10NOS (charge +1) from OMol25. Energies are from ωB97M-V/def2-TZVPD.

Calculated values
- net charge = +1
- SMILES string = C[NH2+][C@H](S)CO
- gap between HOMO and LUMO (hartree) = 0.405

Atoms and positions in Å:
H (-1.17, 2.10, -0.62)
H (0.20, -0.36, -1.28)
H (1.01, 0.41, 0.86)
H (-2.05, 0.82, 1.74)
S (-0.83, 0.20, 2.11)
C (-0.13, 1.77, -0.39)
C (0.40, -2.02, 0.08)
H (-1.20, -0.96, -0.34)
H (1.53, 1.69, -1.56)
O (0.62, 1.35, -1.48)
H (0.29, -2.76, -0.71)
N (-0.19, -0.68, -0.37)
C (-0.05, 0.45, 0.57)
H (-0.13, -2.48, 0.89)
H (1.45, -2.02, 0.25)
H (0.25, 2.49, 0.26)

Relative to the most stable structure, the computed energies are 1 0.0191; 2 0.0000, all in hartree.

## 1
Here is 2 unconnected molecules or ions with the total composition C3H9NS2 from OMol25. Energies are from ωB97M-V/def2-TZVPD.

Calculated values
- SMILES string = C=CCN.SS
- gap between HOMO and LUMO (hartree) = 0.354

Atoms and positions in Å:
S (2.81, 3.18, 1.86)
H (0.29, -2.01, 1.68)
C (-0.71, -1.02, 0.10)
H (1.25, -1.73, 0.11)
N (-1.70, -1.14, -2.14)
H (-0.88, 0.61, -1.22)
H (0.30, -0.60, -1.73)
C (-0.69, -0.47, -1.30)
H (1.36, 1.09, 2.37)
H (2.26, 4.19, 2.54)
S (1.02, 2.13, 1.60)
H (-1.65, -0.91, 0.64)
C (0.33, -1.61, 0.67)
H (-1.42, -1.08, -3.11)
H (-2.58, -0.64, -2.09)

## 2
Here is 2 unconnected molecules or ions with the total composition C3H9NS2 from OMol25. Energies are from ωB97M-V/def2-TZVPD.

Calculated values
- gap between HOMO and LUMO (hartree) = 0.215

Atoms and positions in Å:
S (-1.23, 0.04, 1.48)
C (1.76, -0.42, 1.13)
H (1.61, -1.48, 0.92)
H (-0.21, 0.45, -2.05)
N (-1.76, -0.92, -1.63)
C (-0.59, -0.12, -1.21)
C (-0.75, 0.79, -0.01)
H (0.18, -0.83, -0.94)
S (2.17, 0.46, -0.36)
H (0.26, 1.25, 0.25)
H (-1.46, 1.60, -0.22)
H (2.60, -0.32, 1.82)
H (-2.44, -0.28, -2.04)
H (-2.19, -1.24, -0.77)
H (0.83, -0.01, 1.61)

Relative to the most stable structure, the computed energies are 1 0.0000; 2 0.0965, all in hartree.

## 1
Here is a single C3H9NS2 molecule from OMol25. Energies are from ωB97M-V/def2-TZVPD.

Calculated values
- SMILES string = CSSCCN
- gap between HOMO and LUMO (hartree) = 0.340

Atoms and positions in Å:
H (3.22, 1.07, 1.03)
H (-2.06, -0.47, 0.55)
C (2.20, 0.88, 1.33)
C (-0.75, -0.04, -1.09)
S (-0.10, -1.03, 1.57)
H (-1.97, -1.70, -1.35)
H (1.53, 1.46, 0.73)
H (0.27, -0.41, -1.22)
C (-1.07, -0.04, 0.39)
H (2.01, 1.00, 2.39)
S (1.85, -0.88, 0.91)
H (-0.74, 1.01, -1.41)
N (-1.69, -0.86, -1.82)
H (-1.19, 0.95, 0.80)
H (-1.51, -0.95, -2.80)

## 2
Here is 2 unconnected molecules or ions with the total composition C3H9NS2 from OMol25. Energies are from ωB97M-V/def2-TZVPD.

Calculated values
- SMILES string = C=CN.CSS
- gap between HOMO and LUMO (hartree) = 0.338

Atoms and positions in Å:
H (0.14, -1.61, -3.45)
H (-0.10, 2.35, -0.39)
H (0.15, 1.74, 3.01)
H (1.28, -0.72, -2.52)
N (0.36, 1.92, 0.40)
C (-0.50, 1.07, 2.47)
H (0.84, 2.62, 0.94)
H (-0.87, -1.97, 0.44)
S (0.78, -2.86, -1.51)
H (-0.37, -0.77, -2.03)
C (0.45, -1.37, -2.43)
C (-0.47, 1.06, 1.15)
H (-1.23, 0.47, 3.00)
H (-0.90, 0.31, 0.50)
S (0.44, -2.25, 0.43)

## 3
Here is 2 unconnected molecules or ions with the total composition C3H9NS2 from OMol25. Energies are from ωB97M-V/def2-TZVPD.

Calculated values
- SMILES string = C=NC.CSS
- gap between HOMO and LUMO (hartree) = 0.352

Atoms and positions in Å:
H (-1.37, -0.40, -0.67)
N (-2.75, 1.06, 0.09)
H (-0.65, 1.18, -0.22)
C (-3.10, 1.74, -0.90)
S (1.25, -2.36, 1.76)
H (-1.16, 0.07, 1.01)
S (3.15, -1.80, 1.13)
H (3.58, -0.51, -0.77)
H (1.87, -0.24, -0.31)
H (-2.53, 1.74, -1.84)
H (3.09, 0.57, 0.57)
C (-1.42, 0.45, 0.03)
H (-4.04, 2.28, -0.84)
C (2.88, -0.38, 0.05)
H (1.21, -3.41, 0.93)

Relative to the most stable structure, the computed energies are 1 0.0000; 2 0.0283; 3 0.0366, all in hartree.